Record 1
Entry from the Open Molecules 2025 dataset: C4H8O3 in the gas phase at a distorted geometry (ωB97M-V/def2-TZVPD).

Computed properties:
Relative energy (zero: lowest compared OMol25 entry of this formula, charge and spin) (kcal per mole): 44.7
Electronic energy (hartree): -382.89354
Frontier orbital gap (eV): 10.544
Charge: 0
LUMO energy (eV): 0.82

The geometry in XYZ format:
```
15
C4H8O3 (ωB97M-V/def2-TZVPD)
C -0.06810 0.16447 -2.08943
C 0.06087 -0.34729 -0.66541
O 1.55786 -0.48734 -0.37662
C -0.62317 0.60998 0.30337
O -1.08776 0.03970 1.55162
C -0.19238 -0.36028 2.44652
O 1.00803 -0.37907 2.32062
H 0.33044 1.18980 -2.16489
H -1.10696 0.17335 -2.44295
H 0.51551 -0.47309 -2.75482
H 0.15104 -1.42907 -0.48573
H 1.62539 -0.48570 0.59878
H -1.53692 1.03716 -0.12625
H 0.07602 1.43185 0.52387
H -0.70986 -0.68448 3.36130
```

=====

Record 2
Entry from the Open Molecules 2025 dataset: C4H8O3 in the gas phase (ωB97M-V/def2-TZVPD).

Computed properties:
Relative energy (zero: lowest compared OMol25 entry of this formula, charge and spin) (kcal per mole): 21.6
Electronic energy (hartree): -382.93038
Frontier orbital gap (eV): 11.086
Charge: 0
LUMO energy (eV): 0.84

The geometry in XYZ format:
```
15
C4H8O3 (ωB97M-V/def2-TZVPD)
C 0.98340 0.99409 -1.54044
C 0.20264 -0.05986 -0.75427
O 1.10710 -1.08914 -0.42391
C -0.42499 0.58883 0.47642
O -1.53268 -0.15359 1.03956
C -1.25898 -1.19969 1.80710
O -0.16594 -1.67762 2.00727
H 1.42758 1.74578 -0.87701
H 0.35384 1.50803 -2.27286
H 1.79896 0.49302 -2.06597
H -0.61926 -0.44978 -1.37883
H 0.83674 -1.48807 0.41797
H -0.86976 1.55217 0.21859
H 0.34106 0.73168 1.24695
H -2.18470 -1.58691 2.25276
```

=====

Record 3
Entry from the Open Molecules 2025 dataset: a 2-piece molecular cluster, C4H8O3 overall at a distorted geometry (ωB97M-V/def2-TZVPD).

Computed properties:
Relative energy (zero: lowest compared OMol25 entry of this formula, charge and spin) (kcal per mole): 49.0
Electronic energy (hartree): -382.88669
Frontier orbital gap (eV): 9.912
Charge: 0
LUMO energy (eV): 0.44

The geometry in XYZ format:
```
15
C4H8O3 (ωB97M-V/def2-TZVPD)
C -0.46828 -0.40589 1.17764
C 0.68422 0.23479 1.51767
C 0.79840 1.47725 2.43459
O 1.82567 -0.18848 0.93970
H -1.47518 -0.20155 1.61514
H -0.33228 -1.33809 0.58548
H -0.19268 1.86511 2.69574
H 1.36287 1.14555 3.37588
H 1.44972 2.28195 2.00758
H 2.65127 0.16432 1.30318
O -1.47063 -1.38550 -2.64551
C -0.64560 -0.59373 -2.19419
O -0.99734 0.59311 -1.59105
H 0.44273 -0.78064 -2.21255
H -0.98047 0.43569 -0.60982
```

=====

Record 4
Entry from the Open Molecules 2025 dataset: a 3-piece molecular cluster, C4H8O3 overall at a distorted geometry (ωB97M-V/def2-TZVPD).

Computed properties:
Relative energy (zero: lowest compared OMol25 entry of this formula, charge and spin) (kcal per mole): 174.0
Electronic energy (hartree): -382.68760
Frontier orbital gap (eV): 3.072
Charge: 0
LUMO energy (eV): -4.47

The geometry in XYZ format:
```
15
C4H8O3 (ωB97M-V/def2-TZVPD)
C 0.83976 1.08991 2.49682
C -1.66252 -0.61712 -1.95358
C -1.39255 0.75323 -1.70518
O -0.27162 1.23465 -1.54168
C 1.08937 -0.27602 2.35545
O 1.34326 -0.80656 1.26726
H 0.86330 1.84071 1.71847
H 0.50059 1.45054 3.46241
H -0.96323 -1.44091 -2.01415
H -2.70789 -0.90058 -2.00659
H -2.33022 1.30697 -1.53504
H 1.11277 -0.81718 3.31551
H 1.20088 -1.18255 -0.55350
H 1.13739 -0.36594 -1.78983
O 1.24072 -1.26915 -1.51636
```

=====

Record 5
Entry from the Open Molecules 2025 dataset: C4H8O3 in the gas phase (ωB97M-V/def2-TZVPD).

Computed properties:
Relative energy (zero: lowest compared OMol25 entry of this formula, charge and spin) (kcal per mole): 22.4
Electronic energy (hartree): -382.92914
Frontier orbital gap (eV): 11.377
Charge: 0
LUMO energy (eV): 0.86

The geometry in XYZ format:
```
15
C4H8O3 (ωB97M-V/def2-TZVPD)
C -2.84855 0.15027 -0.09760
O -1.57850 -0.05190 0.52402
C -0.51864 -0.14244 -0.29871
O -0.57626 0.00253 -1.49792
C 0.73933 -0.45525 0.46642
C 1.97755 0.14941 -0.18963
O 2.92811 0.30555 0.84741
H -3.32390 -0.82157 -0.25540
H -3.45001 0.74169 0.59426
H -2.72576 0.66611 -1.05069
H 0.65118 -0.08144 1.48951
H 0.82848 -1.54618 0.53744
H 2.35053 -0.50625 -0.99110
H 1.71826 1.11346 -0.65475
H 3.78504 0.48841 0.44900
```

=====

Record 6
Entry from the Open Molecules 2025 dataset: C4H8O3 in the gas phase at a distorted geometry (ωB97M-V/def2-TZVPD).

Computed properties:
Relative energy (zero: lowest compared OMol25 entry of this formula, charge and spin) (kcal per mole): 43.9
Electronic energy (hartree): -382.89484
Frontier orbital gap (eV): 9.640
Charge: 0
LUMO energy (eV): 0.65

The geometry in XYZ format:
```
15
C4H8O3 (ωB97M-V/def2-TZVPD)
C 1.66243 0.97984 -0.53333
C 1.00291 -0.16476 -0.41158
O 1.63950 -1.35481 -0.30069
C -0.51528 -0.23317 -0.27094
C -0.89297 0.16246 1.26031
O -1.21794 0.64849 -1.08529
O -0.92905 -1.53370 -0.56040
H 1.15976 1.92777 -0.45767
H 2.73555 0.99798 -0.46372
H 0.98866 -2.05350 -0.47037
H -0.44996 1.10516 1.57722
H -0.46091 -0.62357 1.87839
H -1.97649 0.13123 1.38404
H -0.95879 1.47966 -0.55047
H -1.78743 -1.46905 -0.99549
```

=====

Record 7
Entry from the Open Molecules 2025 dataset: C4H8O3 as an isolated structure at a distorted geometry (ωB97M-V/def2-TZVPD).

Computed properties:
Relative energy (zero: lowest compared OMol25 entry of this formula, charge and spin) (kcal per mole): 81.4
Electronic energy (hartree): -382.83511
Frontier orbital gap (eV): 10.138
Charge: 0
LUMO energy (eV): 0.70

The geometry in XYZ format:
```
15
C4H8O3 (ωB97M-V/def2-TZVPD)
O -0.51599 0.76494 -0.77527
C -1.82784 0.17940 -0.82197
C -1.33174 -1.11612 -0.17021
C 0.02372 -0.55772 -0.47198
O 1.03709 -1.07203 -0.84127
C 1.51436 0.87733 1.07144
O 2.68748 0.52934 0.33989
H 0.46429 1.11680 0.47541
H -2.05228 0.08900 -1.88115
H -2.63053 0.70136 -0.29629
H -1.47069 -2.03684 -0.73134
H -1.63750 -1.24989 0.86922
H 1.77381 1.84613 1.48759
H 1.44173 0.18572 1.94424
H 2.52410 -0.25741 -0.19831
```

=====

Record 8
Entry from the Open Molecules 2025 dataset: C4H8O3 in the gas phase at a distorted geometry (ωB97M-V/def2-TZVPD).

Computed properties:
Relative energy (zero: lowest compared OMol25 entry of this formula, charge and spin) (kcal per mole): 58.9
Electronic energy (hartree): -382.87094
Frontier orbital gap (eV): 10.673
Charge: 0
LUMO energy (eV): 0.55

The geometry in XYZ format:
```
15
C4H8O3 (ωB97M-V/def2-TZVPD)
O 2.85632 0.05506 0.37675
C 1.88809 -0.50562 0.67550
O 1.71157 -1.64507 1.35620
C 0.38358 0.05997 0.82692
C -0.20709 0.23756 -0.52723
C -1.63044 0.80200 -0.51749
O -2.27119 0.62774 -1.82089
H 2.35639 -2.09734 1.80284
H -0.23812 -0.59195 1.46376
H 0.76595 1.09021 1.13944
H -0.40349 -0.71240 -1.00595
H 0.43401 0.97210 -1.09722
H -1.70198 1.84240 -0.47562
H -2.08863 0.04861 0.09893
H -1.85498 -0.18325 -2.29594
```